{
  "formula": "C24H35N5O2S3W",
  "method": "ωB97M-V/def2-TZVPD",
  "symbols": ["W", "C", "C", "C", "C", "C", "C", "C", "C", "C", "C", "H", "H", "H", "H", "H", "H", "H", "H", "H", "H", "H", "H", "H", "H", "H", "N", "C", "C", "C", "C", "C", "C", "S", "O", "O", "N", "C", "S", "C", "C", "N", "H", "H", "H", "H", "H", "H", "H", "H", "C", "C", "N", "C", "S", "N", "C", "C", "H", "H", "H", "H", "H", "H", "H", "H", "H", "H", "H", "H"],
  "xyz": [[0.658249, 0.683314, 0.181849], [1.529915, 1.618273, 2.100651], [2.566230, 1.149908, 1.221965], [2.512966, 1.929082, -0.006397], [1.475761, 2.895740, 0.151330], [0.857907, 2.686677, 1.420051], [-0.294604, 3.454429, 1.972655], [1.088149, 3.924337, -0.858566], [3.488779, 1.831835, -1.137823], [3.638225, 0.156059, 1.559088], [1.292688, 1.199857, 3.516030], [0.085917, 4.249464, 2.617903], [-0.946110, 2.820208, 2.571643], [-0.894444, 3.910038, 1.187668], [1.660091, 4.836718, -0.677009], [0.030909, 4.172798, -0.802024], [1.306995, 3.592380, -1.872937], [4.421031, 2.331237, -0.865378], [3.098561, 2.301783, -2.037835], [3.721915, 0.796996, -1.386173], [4.494674, 0.681412, 1.986427], [3.990751, -0.372038, 0.674129], [3.303655, -0.576094, 2.292140], [1.839214, 1.859782, 4.193264], [1.637293, 0.183432, 3.700377], [0.237400, 1.260062, 3.779345], [-6.137050, -1.916252, -2.828682], [-5.143129, -1.139973, -2.371103], [-5.227575, 0.266640, -2.458164], [-4.209589, 1.053996, -1.992728], [-3.076041, 0.462932, -1.416766], [-2.975490, -0.933312, -1.326767], [-3.987990, -1.722218, -1.793389], [-1.814767, 1.465138, -0.871759], [-1.376893, 1.065656, 0.538426], [-2.131688, 2.841979, -1.068793], [-0.360063, 1.046426, -1.500915], [-0.027932, 1.169027, -2.852724], [-0.917140, 2.090830, -3.998343], [0.238440, 1.643804, -5.183431], [1.200110, 0.863602, -4.631351], [1.048475, 0.593389, -3.294644], [-6.958438, -1.516597, -3.247505], [-6.083589, -2.918120, -2.782851], [-6.104894, 0.721752, -2.897721], [-4.275576, 2.131208, -2.060294], [-2.095578, -1.390810, -0.889326], [-3.914120, -2.799806, -1.729348], [0.145884, 1.973564, -6.204666], [2.044690, 0.452260, -5.161664], [-2.168467, -2.433668, 2.418672], [-1.069973, -1.487926, 2.867166], [0.245456, -2.142526, 2.922191], [1.081930, -2.350412, 1.917056], [0.734180, -1.763458, 0.296190], [2.175601, -3.069129, 2.102730], [3.145727, -3.496362, 1.078566], [2.746624, -4.806187, 0.426369], [-3.120592, -1.903973, 2.402032], [-2.267501, -3.280410, 3.097465], [-1.971837, -2.815658, 1.416510], [-1.255689, -1.113584, 3.873474], [-0.991970, -0.623513, 2.211934], [0.464663, -2.607934, 3.793542], [2.289530, -3.498155, 3.012648], [4.103489, -3.579733, 1.591024], [3.234037, -2.694093, 0.350021], [2.660777, -5.606021, 1.161479], [3.505633, -5.098725, -0.297758], [1.796207, -4.711337, -0.099176]],
  "forces_ev_per_angstrom": [[-0.098, -0.358, 0.164], [-0.030, 0.022, -0.267], [-0.171, -0.009, -0.038], [0.022, -0.022, -0.029], [-0.044, -0.119, 0.184], [0.109, -0.062, -0.089], [-0.011, 0.002, 0.015], [0.010, 0.028, -0.022], [0.008, 0.033, -0.013], [0.052, 0.044, -0.011], [-0.004, 0.030, 0.022], [-0.002, 0.010, -0.010], [0.012, 0.004, 0.000], [0.013, 0.006, -0.001], [0.007, -0.002, -0.005], [-0.009, 0.009, 0.011], [0.010, -0.003, 0.011], [0.000, 0.011, 0.001], [0.008, -0.004, 0.019], [0.000, 0.000, 0.013], [-0.001, -0.001, 0.001], [-0.009, 0.001, -0.008], [-0.013, 0.012, 0.004], [-0.002, -0.002, 0.003], [0.006, -0.001, -0.012], [0.002, 0.009, -0.007], [-0.044, -0.004, -0.022], [0.052, 0.018, 0.016], [0.011, -0.051, 0.008], [0.015, 0.119, 0.013], [0.022, -0.086, -0.034], [0.128, -0.037, 0.075], [-0.053, 0.011, -0.024], [-0.252, 0.249, 0.184], [-0.059, 0.096, -0.190], [-0.027, -0.111, 0.079], [0.172, -0.202, 0.190], [0.249, 0.036, -0.096], [0.044, -0.019, -0.071], [-0.056, 0.040, -0.025], [0.034, -0.011, 0.090], [-0.138, 0.012, -0.036], [0.002, 0.004, 0.002], [0.008, 0.000, 0.005], [-0.003, 0.011, -0.001], [-0.010, 0.004, -0.008], [0.000, -0.007, -0.002], [0.010, -0.005, 0.005], [-0.012, 0.004, -0.010], [0.003, -0.003, -0.013], [-0.049, 0.008, -0.004], [0.029, 0.013, 0.035], [0.083, -0.047, -0.006], [-0.058, 0.094, -0.063], [0.067, 0.264, -0.051], [-0.036, -0.036, 0.072], [0.023, 0.055, 0.031], [0.015, -0.026, -0.032], [-0.003, 0.001, -0.003], [0.010, -0.001, 0.010], [0.009, 0.002, -0.011], [-0.032, -0.016, -0.012], [-0.016, 0.008, -0.009], [-0.004, 0.012, 0.007], [0.008, -0.003, -0.010], [-0.003, -0.021, -0.019], [-0.001, -0.020, -0.013], [0.000, 0.000, 0.013], [0.004, -0.002, -0.004], [-0.006, 0.010, 0.001]],
  "total_charge": 2,
  "e_tot_ha": -2620.979831
}

=====

{
  "formula": "C24H35N9S2SeTeTi",
  "method": "ωB97M-V/def2-TZVPD",
  "symbols": ["Ti", "N", "C", "C", "N", "C", "C", "N", "H", "H", "H", "H", "H", "H", "H", "H", "H", "H", "H", "H", "H", "C", "C", "N", "N", "C", "S", "N", "N", "H", "H", "H", "H", "H", "H", "S", "C", "N", "C", "C", "C", "C", "C", "C", "H", "H", "H", "H", "H", "C", "C", "C", "C", "C", "C", "Te", "C", "C", "C", "H", "H", "H", "H", "H", "H", "H", "H", "H", "H", "H", "Se", "C", "N"],
  "xyz": [[0.040283, 0.418819, -0.768986], [-0.214307, 2.393782, 0.042968], [-0.841821, 3.289315, -0.962690], [-2.221527, 2.735635, -1.240163], [-2.174962, 1.247256, -1.338374], [-2.535112, 0.727986, -2.684594], [-1.342561, 0.864132, -3.586760], [-0.206813, 0.155949, -2.936717], [0.699435, 2.748186, 0.306408], [-0.779423, 2.362478, 0.894827], [-0.900895, 4.312765, -0.599944], [-0.216338, 3.291187, -1.850670], [-2.889835, 3.001128, -0.421839], [-2.637942, 3.170910, -2.148247], [-2.853394, 0.871481, -0.686103], [-2.797638, -0.320784, -2.569755], [-3.397877, 1.248155, -3.100703], [-1.551945, 0.466980, -4.576656], [-1.070636, 1.909120, -3.702998], [-0.323442, -0.848656, -3.044797], [0.673675, 0.389514, -3.390698], [-2.282586, 1.990296, 5.420608], [-1.036899, 1.484124, 4.788748], [0.082274, 1.234580, 5.390994], [0.904298, 0.799108, 4.390473], [0.344716, 0.781981, 3.185184], [1.107348, 0.248406, 1.751826], [-0.903330, 1.219551, 3.434468], [-1.894136, 1.369584, 2.446446], [-2.080937, 2.193162, 6.469093], [-3.083048, 1.251319, 5.359777], [-2.618532, 2.917496, 4.951778], [1.847934, 0.516535, 4.604188], [-2.096299, 0.440714, 2.080756], [-2.725786, 1.717860, 2.911854], [4.559573, 2.389579, -1.475809], [3.062742, 1.812376, -0.912044], [2.026056, 1.986609, -1.685909], [2.425066, 2.649690, -2.859189], [1.595219, 3.039567, -3.915669], [2.146915, 3.697880, -4.993458], [3.521162, 3.978991, -5.040426], [4.353138, 3.608060, -4.007172], [3.786460, 2.942216, -2.917331], [3.009988, 1.328027, 0.057349], [0.532658, 2.844723, -3.890732], [1.511598, 4.010531, -5.812207], [3.931365, 4.497178, -5.897305], [5.412893, 3.827794, -4.037644], [0.476273, -6.876094, 2.602070], [0.080570, -5.547601, 2.013618], [-0.472870, -4.546191, 2.800432], [-0.894186, -3.333849, 2.261771], [-1.472275, -2.287149, 3.182720], [-0.743803, -3.146873, 0.883841], [-1.666790, -1.486908, 0.012512], [-0.163727, -4.119146, 0.057263], [0.003359, -3.954822, -1.434617], [0.245891, -5.303695, 0.654072], [0.325283, -6.897752, 3.679583], [1.524599, -7.101244, 2.398379], [-0.118007, -7.677498, 2.160637], [-0.589046, -4.712451, 3.867054], [-1.421027, -2.619543, 4.219474], [-2.520867, -2.074987, 2.955037], [-0.905722, -1.357894, 3.098918], [0.504090, -3.021446, -1.684983], [-0.966404, -3.957980, -1.939376], [0.591139, -4.774334, -1.845647], [0.697962, -6.068937, 0.030249], [3.750570, -2.184282, 0.101789], [2.403300, -1.367403, -0.530793], [1.434913, -0.795198, -0.976159]],
  "forces_ev_per_angstrom": [[-1.010, 0.160, 0.604], [-0.019, 0.486, -0.213], [0.040, -0.204, 0.232], [-0.146, -0.097, 0.033], [0.215, 0.047, -0.389], [-0.088, 0.086, 0.194], [0.204, -0.182, 0.108], [-0.053, 0.291, -0.143], [0.074, 0.005, 0.022], [-0.091, -0.095, 0.016], [-0.007, 0.103, 0.022], [0.081, -0.028, -0.063], [-0.044, 0.008, 0.022], [-0.025, -0.004, -0.020], [0.006, -0.034, 0.066], [-0.057, -0.100, 0.003], [-0.055, 0.062, 0.023], [0.012, -0.062, -0.090], [-0.031, 0.056, -0.010], [0.016, -0.102, 0.007], [0.059, -0.002, -0.023], [0.079, -0.027, -0.074], [-0.039, 0.013, 0.043], [0.061, -0.108, -0.470], [0.332, -0.026, 0.466], [0.095, 0.190, -0.137], [0.040, -0.031, -0.091], [-0.580, 0.131, -0.087], [0.199, 0.125, 0.108], [0.016, -0.020, -0.005], [-0.005, -0.013, -0.007], [0.019, -0.009, 0.015], [0.026, 0.001, 0.014], [-0.087, -0.186, -0.045], [-0.024, 0.054, 0.003], [0.175, 0.001, 0.035], [-0.063, 0.086, -0.044], [0.077, -0.099, 0.006], [-0.334, -0.144, 0.194], [0.045, 0.007, -0.062], [0.039, -0.005, 0.024], [-0.018, -0.012, -0.007], [-0.024, -0.028, 0.014], [0.163, 0.098, -0.051], [-0.027, -0.005, -0.077], [0.059, 0.043, 0.002], [0.032, -0.015, 0.017], [-0.020, -0.017, 0.031], [-0.050, -0.008, 0.007], [0.026, 0.088, -0.040], [0.028, -0.094, 0.041], [-0.011, 0.057, 0.069], [0.134, -0.118, 0.043], [-0.044, -0.112, -0.032], [0.100, 0.021, -0.020], [-0.006, 0.512, -0.356], [0.026, -0.049, 0.032], [-0.118, -0.076, 0.111], [0.071, -0.048, -0.074], [0.000, 0.013, -0.005], [-0.027, 0.027, -0.004], [-0.001, 0.008, 0.006], [0.002, -0.006, -0.065], [0.004, -0.010, -0.045], [0.022, -0.021, -0.008], [-0.021, -0.057, -0.014], [0.039, 0.040, 0.007], [-0.007, -0.008, 0.015], [-0.019, 0.014, 0.035], [-0.038, 0.018, 0.044], [0.018, 0.007, -0.032], [-0.401, 0.023, -0.318], [0.951, -0.622, 0.387]],
  "total_charge": 2,
  "e_tot_ha": -5743.227843
}

=====

Summary of ΔE to the lowest compared entry with this formula, charge and spin in kJ/mol
33.1; 54.8
(order as listed above)